1.
Entry from the Open Molecules 2025 dataset: a structure of composition C8H17P2Pd (ωB97M-V/def2-TZVPD).

Its HOMO energy (spin up / spin down) is -9.39 / -13.32 eV. As for the largest force on an atom: 5.28 eV/Å. Its gap between HOMO and LUMO (spin up / spin down) is 0.232 / 0.295 Eh. The calculation puts the lowest unoccupied orbital energy (spin up / spin down) at -3.07 / -5.31 eV. The total charge is +1. As for the spin multiplicity: 5.

Each line ends with the Mulliken spin population.
Positions of all 28 atoms, in Å:
C 0.99273 0.84825 -2.25323  0.9671
C 0.13014 0.38669 -3.21313  -0.0750
C -0.50291 -0.89086 -3.24352  0.4619
C -0.36146 -1.77131 -2.19125  -0.0699
C 0.21571 -1.54066 -0.99497  1.0409
Pd -0.42916 0.27794 -1.05752  0.8916
P -0.22385 2.51733 -0.29022  0.1983
H 1.70224 1.69326 -2.29162  0.0393
H -0.07425 0.91860 -4.15721  0.0473
H -1.07266 -1.19912 -4.13932  0.0250
H 0.47471 -2.33212 -0.25722  0.0440
H -0.77900 -2.74647 -2.38002  0.0609
H -1.27543 2.88197 0.60529  0.0296
H -0.15822 3.61719 -1.19149  0.0226
H 0.96326 2.68225 0.48713  -0.0020
C -1.34458 -1.27545 1.84614  0.0354
P -0.04516 -0.15676 1.25916  0.2217
C -0.06958 1.14020 2.52662  0.0433
C 1.48664 -1.05369 1.61271  0.0081
H -2.29947 -0.74617 1.76022  0.0082
H -1.07269 -1.46156 2.88894  0.0026
H -1.34589 -2.19070 1.24792  -0.0102
H -0.04670 0.57736 3.46849  0.0035
H 0.81407 1.78413 2.43570  0.0022
H -0.99349 1.72770 2.44852  -0.0030
H 1.40218 -1.35216 2.66252  0.0050
H 1.55791 -1.93134 0.96471  0.0036
H 2.35489 -0.40452 1.44665  -0.0021

***

2.
Entry from the Open Molecules 2025 dataset: a structure of composition C8H17P2Sm (ωB97M-V/def2-TZVPD).

Its HOMO energy (spin up / spin down) is -6.38 / -6.36 eV. As for the largest force on an atom: 2.91 eV/Å. Its gap between HOMO and LUMO (spin up / spin down) is 0.222 / 0.222 Eh. The calculation puts the lowest unoccupied orbital energy (spin up / spin down) at -0.34 / -0.31 eV. As for the spin multiplicity: 6.

Each line ends with the Mulliken spin population.
Positions of all 28 atoms, in Å:
C 0.06715 -0.84392 -1.89080  -0.1223
C -0.55712 0.01643 -2.74807  0.0285
C -0.54852 1.43806 -2.58626  -0.0463
C 0.34955 2.07746 -1.67692  0.0139
C 1.04377 1.38376 -0.70886  -0.0875
Sm -0.94300 0.51260 -0.40738  5.2456
P 0.04890 -2.09651 0.68139  -0.0060
H 0.03827 -1.91871 -2.10947  -0.0062
H -1.19779 -0.36720 -3.56421  -0.0007
H -1.22377 2.05417 -3.20872  -0.0031
H 1.81172 1.88631 -0.11225  -0.0104
H 0.35954 3.18612 -1.71376  -0.0016
H 1.36024 -2.31392 1.20504  0.0001
H 0.01993 -3.20024 -0.21315  -0.0001
H -0.74813 -2.69917 1.71681  -0.0010
C -0.14532 0.58929 4.34570  -0.0009
P 0.35961 0.83059 2.58676  0.0005
C 0.76922 2.62283 2.68357  0.0001
C 2.08234 0.16562 2.69036  -0.0027
H -1.14834 1.01053 4.49754  0.0002
H 0.54278 1.09981 5.03561  -0.0002
H -0.16254 -0.48075 4.59414  0.0000
H 1.28142 2.83097 3.62893  0.0000
H 1.44541 2.89129 1.86375  -0.0005
H -0.15955 3.20675 2.61644  0.0001
H 2.62764 0.68202 3.49269  -0.0001
H 2.06405 -0.91650 2.87433  0.0002
H 2.58805 0.38550 1.74526  0.0004

***

Q: Which formula does entry 2 have?
A: C8H17P2Sm